# 1
Molecular formula: C5H8O
Method: DFT, wB97M-V/def2-TZVPD

Calculated values
charge = 0
highest occupied orbital energy = -10.0 eV
relative energy (zero: lowest compared OMol25 entry of this formula, charge and spin) = 47.41 kcal/mol
LUMO energy = 1.08 eV
SMILES = C1CC2(C1)CO2

```
14
C5H8O (wB97M-V/def2-TZVPD)
C -1.052 -1.497 0.705
O -0.229 -0.941 1.725
C -0.161 -0.361 0.443
C -0.444 1.119 0.165
C 0.516 1.004 -1.040
C 1.137 -0.237 -0.361
H -2.123 -1.344 0.846
H -0.777 -2.507 0.393
H 0.026 1.680 0.980
H -1.455 1.500 0.001
H 1.165 1.853 -1.279
H -0.031 0.717 -1.944
H 1.912 0.062 0.353
H 1.518 -1.048 -0.988
```

---

# 2
Molecular formula: C22H52FO13P3Si
Method: DFT, wB97M-V/def2-TZVPD

Calculated values
charge = 0
highest occupied orbital energy = -7.5 eV
relative energy (zero: lowest compared OMol25 entry of this formula, charge and spin) = 0.00 kcal/mol
LUMO energy = -0.50 eV
SMILES = C=C[SiH2]CC(=O)F.CCOP(=O)(OCC)OCC.CCOP(=O)(OCC)OCC.CCOP(=O)(OCC)OCC

```
92
C22H52FO13P3Si (wB97M-V/def2-TZVPD)
C 1.951 -4.084 2.773
C 0.820 -3.311 2.991
Si -0.217 -2.930 1.470
C -1.936 -2.490 2.181
C -2.564 -3.752 2.669
O -2.836 -4.006 3.784
F -2.802 -4.637 1.669
H 2.825 -3.581 2.356
H 1.924 -5.157 2.966
H 0.523 -2.977 3.987
H -0.230 -4.170 0.681
H 0.420 -1.788 0.770
H -2.563 -2.061 1.398
H -1.763 -1.804 3.005
O 4.111 -1.485 0.645
P 4.887 -0.810 -0.426
O 6.439 -1.139 -0.096
C 6.927 -2.469 -0.302
C 7.286 -2.717 -1.756
O 4.820 0.725 0.168
C 3.752 1.144 1.019
C 4.209 1.194 2.461
O 5.203 -0.204 -1.896
C 4.088 0.219 -2.729
C 3.889 1.719 -2.640
H 6.189 -3.198 0.047
H 7.814 -2.573 0.322
H 6.396 -2.700 -2.388
H 7.768 -3.689 -1.871
H 7.957 -1.941 -2.122
H 2.880 0.500 0.905
H 3.458 2.145 0.692
H 4.575 0.224 2.795
H 3.392 1.502 3.115
H 5.033 1.902 2.574
H 3.176 -0.315 -2.454
H 4.339 -0.061 -3.751
H 3.405 1.999 -1.706
H 3.256 2.066 -3.457
H 4.846 2.237 -2.680
O -5.819 -3.128 -1.773
P -5.798 -4.537 -2.218
O -4.253 -4.953 -2.401
C -3.417 -5.029 -1.237
C -3.598 -6.359 -0.525
O -6.239 -4.400 -3.790
C -6.979 -3.271 -4.254
C -6.074 -2.311 -4.995
O -6.360 -6.047 -2.139
C -7.779 -6.246 -1.900
C -8.510 -6.513 -3.200
H -3.626 -4.194 -0.566
H -2.387 -4.930 -1.580
H -4.602 -6.441 -0.103
H -2.880 -6.467 0.284
H -3.473 -7.186 -1.223
H -7.493 -2.772 -3.432
H -7.746 -3.649 -4.934
H -5.258 -1.972 -4.357
H -6.632 -1.440 -5.341
H -5.625 -2.804 -5.858
H -8.206 -5.387 -1.377
H -7.866 -7.109 -1.242
H -8.649 -5.596 -3.770
H -9.497 -6.932 -3.000
H -7.945 -7.203 -3.825
O 1.413 5.729 0.409
P 1.542 6.470 1.680
O 1.601 5.374 2.862
C 2.738 4.506 2.942
C 3.907 5.177 3.640
O 0.022 7.034 1.900
C -0.873 7.194 0.798
C -1.884 6.069 0.767
O 2.171 7.673 2.553
C 2.404 8.951 1.903
C 1.276 9.918 2.197
H 3.024 4.167 1.942
H 2.423 3.632 3.511
H 4.294 6.007 3.046
H 4.717 4.465 3.801
H 3.595 5.585 4.601
H -0.330 7.262 -0.145
H -1.390 8.147 0.943
H -1.389 5.101 0.693
H -2.562 6.181 -0.081
H -2.471 6.063 1.686
H 2.538 8.818 0.827
H 3.339 9.339 2.306
H 0.392 9.684 1.606
H 1.577 10.937 1.953
H 0.989 9.868 3.246
```

---

# 3
Molecular formula: C4H9BO
Method: DFT, wB97M-V/def2-TZVPD

Calculated values
charge = 0
highest occupied orbital energy (alpha / beta) = -8.4 / -8.5 eV
relative energy (zero: lowest compared OMol25 entry of this formula, charge and spin) = 72.67 kcal/mol
LUMO energy (alpha / beta) = 0.07 / 0.28 eV

```
15
C4H9BO (wB97M-V/def2-TZVPD)
B -0.246 0.673 0.064
C 0.913 0.288 -0.990
C 0.679 -1.973 -0.062
C -0.507 -1.644 0.670
C -0.694 2.225 0.233
O -0.855 -0.201 0.815
H 0.877 0.075 -2.064
H 1.944 0.593 -0.545
H 0.696 -2.346 -1.130
H 1.604 -1.736 0.385
H -1.347 -1.994 0.131
H -0.535 -2.024 1.668
H -1.000 2.566 1.277
H -1.550 2.398 -0.434
H 0.020 3.099 -0.018
```

---

# 4
Molecular formula: C14H16O
Method: DFT, wB97M-V/def2-TZVPD

Calculated values
charge = -1
highest occupied orbital energy (alpha / beta) = 0.9 / -3.7 eV
relative energy (zero: lowest compared OMol25 entry of this formula, charge and spin) = 66.02 kcal/mol
<S²> = 0.76
LUMO energy (alpha / beta) = 3.23 / 3.13 eV
multiplicity = 2

```
31
C14H16O (wB97M-V/def2-TZVPD)
C 0.608 -2.948 0.832
C 3.027 -2.620 0.200
C 1.732 -2.189 0.404
C 3.967 -1.828 -0.537
C 3.541 -0.732 -1.275
C 1.370 -0.938 -0.252
C 2.270 -0.312 -1.095
H 3.336 -3.504 0.675
H 4.947 -2.387 -0.602
H 0.040 -3.484 0.174
H -0.284 -2.345 1.321
H 4.336 -0.496 -2.013
H 0.427 -0.498 -0.263
H 1.990 0.627 -1.572
H 0.983 -3.711 1.578
C -3.765 0.504 -1.795
C -0.629 1.835 -0.238
C -1.021 1.793 1.174
C -1.604 1.446 -1.153
C -2.902 1.033 -0.677
C -2.397 1.835 1.550
C -3.402 1.357 0.638
O -0.017 2.028 2.027
H 0.381 2.060 -0.477
H -1.266 1.435 -2.117
H -2.623 1.847 2.632
H -0.417 2.230 2.878
H -3.687 -0.437 -2.029
H -3.733 1.208 -2.635
H -4.356 1.337 0.958
H -4.705 0.483 -1.381
```

---

# 5
Molecular formula: C38H45GeN2P2RuSeTe
Method: DFT, wB97M-V/def2-TZVPD

Calculated values
charge = +2
highest occupied orbital energy (alpha / beta) = -12.2 / -13.1 eV
<S²> = 8.78
LUMO energy (alpha / beta) = -4.07 / -8.18 eV
multiplicity = 6

```
91
C38H45GeN2P2RuSeTe (wB97M-V/def2-TZVPD)
Ru -1.147 0.179 1.021
C -1.437 -1.512 4.274
P -2.358 -0.504 3.015
C -2.923 0.862 4.054
C -3.838 -1.434 2.437
C -4.774 -1.966 3.348
C -5.953 -2.596 2.909
C -6.155 -2.631 1.557
C -5.213 -2.123 0.659
C -4.033 -1.551 1.045
P -3.156 -0.325 0.002
C -4.428 0.893 -0.397
C -2.921 -1.270 -1.634
H -1.107 -2.551 3.896
H -2.058 -1.553 5.137
H -0.583 -0.932 4.633
H -3.585 1.525 3.457
H -2.082 1.484 4.408
H -3.621 0.506 4.878
H -4.500 -1.968 4.390
H -6.684 -2.978 3.622
H -7.021 -3.130 1.116
H -5.467 -2.167 -0.386
H -3.691 1.635 -0.610
H -4.979 1.203 0.445
H -5.030 0.596 -1.268
H -3.652 -1.999 -1.622
H -1.939 -1.691 -1.770
H -3.050 -0.509 -2.406
Se 0.458 -1.550 0.088
C -0.198 -2.864 1.165
N -0.509 -3.806 1.772
Ge -0.770 1.814 -0.890
C -1.119 3.557 -0.123
C -2.323 3.834 0.632
C -2.494 5.011 1.277
C -1.495 5.945 1.263
C -0.232 5.705 0.652
C -0.117 4.518 -0.022
C 1.194 1.564 -1.337
C 2.298 1.699 -0.439
C 3.582 1.359 -0.855
C 3.802 0.859 -2.151
C 2.760 0.700 -3.053
C 1.463 1.075 -2.648
H -1.427 1.561 -2.295
H -3.088 3.053 0.611
H -3.434 5.167 1.827
H -1.634 6.864 1.871
H 0.670 6.246 0.911
H 0.823 4.209 -0.401
H 2.034 2.093 0.408
H 4.436 1.377 -0.224
H 4.676 0.400 -2.389
H 2.926 0.267 -4.054
H 0.689 0.892 -3.388
C 2.405 3.661 5.068
C 1.556 2.829 4.152
C 0.271 3.113 3.892
C -0.409 2.498 2.845
N 0.074 1.424 2.166
C 1.314 1.067 2.441
C 2.067 1.767 3.442
H 1.968 4.208 5.847
H 2.887 4.530 4.455
H 3.297 3.078 5.533
H -0.177 4.019 4.330
H -1.413 2.791 2.527
H 1.943 0.348 1.823
H 3.098 1.551 3.629
C 4.638 -2.054 -6.690
C 4.098 -2.710 -5.449
C 4.785 -2.721 -4.249
C 4.309 -3.377 -3.120
C 5.158 -3.369 -1.876
C 3.111 -4.098 -3.152
Te 2.438 -5.108 -1.505
C 2.380 -4.091 -4.392
C 1.068 -4.749 -4.543
C 2.879 -3.409 -5.511
H 4.470 -2.605 -7.639
H 5.639 -1.826 -6.576
H 4.199 -1.080 -6.790
H 5.734 -2.356 -4.298
H 5.841 -4.171 -2.022
H 4.621 -3.604 -0.960
H 5.767 -2.478 -1.699
H 0.302 -3.971 -4.661
H 0.680 -5.268 -3.686
H 1.094 -5.412 -5.378
H 2.325 -3.464 -6.377
```

---

# 6
Molecular formula: C4H8LiO3
Method: DFT, wB97M-V/def2-TZVPD

Calculated values
charge = +1
highest occupied orbital energy (alpha / beta) = -11.1 / -13.7 eV
relative energy (zero: lowest compared OMol25 entry of this formula, charge and spin) = 0.00 kcal/mol
LUMO energy (alpha / beta) = -5.88 / -3.86 eV

```
16
C4H8LiO3 (wB97M-V/def2-TZVPD)
H -1.891 -0.975 -1.961
O -0.361 0.357 -0.668
O 1.438 -0.756 -1.325
C 0.957 -0.112 -0.440
O 1.362 0.180 0.737
C 2.749 -0.120 1.061
C -1.222 0.618 0.271
C -2.610 0.320 -0.051
H 2.878 0.231 2.085
H 2.898 -1.201 0.983
H 3.399 0.421 0.367
H -0.865 0.560 1.307
H -2.785 1.356 0.537
H -2.922 0.627 -1.053
H -2.984 -0.386 0.712
Li -0.039 -1.121 -2.561
```

---

# 7
Molecular formula: C2H4N2O2
Method: DFT, wB97M-V/def2-TZVPD

Calculated values
charge = 0
highest occupied orbital energy = -9.6 eV
relative energy (zero: lowest compared OMol25 entry of this formula, charge and spin) = 126.91 kcal/mol
LUMO energy = 0.26 eV
SMILES = N/C(C=O)=N\O

```
10
C2H4N2O2 (wB97M-V/def2-TZVPD)
C 0.212 0.220 0.005
C -0.352 0.938 -1.269
H 0.886 -1.885 -0.409
H -0.742 -1.744 0.017
H -0.668 0.487 -2.382
H 0.564 -0.316 1.896
N 0.165 -1.246 -0.027
N 0.272 1.020 0.992
O -0.822 2.029 -0.983
O 0.486 0.496 2.158
```

---

# 8
Molecular formula: C19H35IN4O5P
Method: DFT, wB97M-V/def2-TZVPD

Calculated values
charge = -1
highest occupied orbital energy = -4.7 eV
relative energy (zero: lowest compared OMol25 entry of this formula, charge and spin) = 0.00 kcal/mol
LUMO energy = 1.98 eV

```
65
C19H35IN4O5P (wB97M-V/def2-TZVPD)
C 2.099 2.054 -0.574
C 0.752 2.319 0.100
C -0.455 1.950 -0.766
C -0.521 0.433 -1.054
C -0.316 0.225 -2.562
C -1.747 -0.340 -0.461
C -2.467 0.363 0.732
C -3.829 1.059 0.533
C -3.860 2.542 0.178
I -3.846 3.082 -1.878
C -2.853 -0.751 -1.420
O -3.217 -0.137 -2.401
N -3.429 -1.946 -0.999
C -2.672 -2.514 0.162
C -2.737 -4.087 0.160
O -1.841 -4.631 0.811
O -3.689 -4.552 -0.495
C -1.310 -1.801 0.030
C -0.392 -2.590 -0.943
C -1.021 -3.174 -2.217
C 0.078 -3.658 -3.147
N -0.009 -3.249 -4.521
O 1.003 -4.351 -2.788
P -0.228 -1.675 1.552
N -0.051 -2.817 2.596
H 2.854 2.734 -0.183
H 2.029 2.211 -1.652
H 2.458 1.039 -0.395
H 0.679 1.772 1.044
H 0.689 3.379 0.357
H -1.341 2.318 -0.261
H -0.397 2.501 -1.708
H 0.362 0.006 -0.576
H -0.100 -0.808 -2.822
H -1.176 0.582 -3.124
H 0.551 0.814 -2.872
H -2.637 -0.387 1.501
H -1.805 1.094 1.194
H -4.300 1.036 1.522
H -4.499 0.494 -0.118
H -3.048 3.073 0.672
H -4.785 2.977 0.547
H -4.391 -1.750 -0.747
H -3.202 -2.238 1.078
H 0.002 -3.441 -0.380
H 0.479 -1.991 -1.216
H -1.628 -2.448 -2.752
H -1.659 -4.024 -1.971
H -0.951 -2.931 -4.719
H 0.603 -2.457 -4.689
H -0.571 -0.432 2.115
H 0.970 -1.392 0.867
H -0.357 -2.570 3.526
C 3.954 3.334 2.935
O 2.888 3.029 2.441
N 5.037 2.529 2.937
C 6.291 2.923 3.535
C 4.916 1.220 2.314
H 4.130 4.305 3.430
H 7.094 2.931 2.794
H 6.574 2.240 4.340
H 6.194 3.924 3.950
H 4.652 1.318 1.261
H 4.136 0.632 2.798
H 5.867 0.700 2.402
```

---

# 9
Molecular formula: C2H11NO3
Method: DFT, wB97M-V/def2-TZVPD

Calculated values
charge = 0
highest occupied orbital energy = -9.7 eV
relative energy (zero: lowest compared OMol25 entry of this formula, charge and spin) = 167.46 kcal/mol
LUMO energy = -3.56 eV

```
17
C2H11NO3 (wB97M-V/def2-TZVPD)
C -0.312 -0.462 1.188
N -1.275 0.116 0.375
C -1.084 1.473 0.318
O -0.784 -0.831 -1.872
H -0.521 -1.508 1.333
H -0.119 0.083 2.120
H 0.688 -0.349 0.582
H -1.080 -0.309 -0.662
H -1.607 2.055 -0.435
H 0.032 1.534 0.236
H -1.261 1.843 1.331
H 0.563 -1.163 -1.372
H 2.193 -1.620 -1.081
O 1.300 -1.566 -0.750
H -0.867 -1.581 -2.459
H 2.519 1.068 0.405
O 1.617 1.216 0.743
```

---

# 10
Molecular formula: C3H3BrF2O
Method: DFT, wB97M-V/def2-TZVPD

Calculated values
charge = 0
highest occupied orbital energy (alpha / beta) = -10.0 / -9.8 eV
relative energy (zero: lowest compared OMol25 entry of this formula, charge and spin) = 92.31 kcal/mol
LUMO energy (alpha / beta) = -1.37 / -1.75 eV

```
10
C3H3BrF2O (wB97M-V/def2-TZVPD)
C 1.643 0.452 0.443
C 0.855 -0.634 0.053
C -1.765 0.189 -0.307
O 1.836 0.921 1.564
F -2.030 1.461 0.113
F -1.725 0.310 -1.678
Br -2.894 -1.137 0.388
H 2.305 0.845 -0.353
H 1.087 -1.048 -1.018
H 0.688 -1.359 0.795
```

---

# 11
Molecular formula: C4H4EuO5
Method: DFT, wB97M-V/def2-TZVPD

Calculated values
charge = 0
highest occupied orbital energy (alpha / beta) = -8.2 / -8.2 eV
relative energy (zero: lowest compared OMol25 entry of this formula, charge and spin) = 64.54 kcal/mol
<S²> = 15.76
LUMO energy (alpha / beta) = -1.16 / -1.07 eV
multiplicity = 8

```
14
C4H4EuO5 (wB97M-V/def2-TZVPD)
O -3.020 -0.534 -0.038
C -2.998 0.790 0.125
C -1.653 -1.016 -0.068
O -3.976 1.454 0.368
O -1.763 1.267 0.030
C -0.871 0.213 -0.488
H -1.583 -1.844 -0.781
H -1.423 -1.379 0.945
H -0.953 0.301 -1.587
O 3.677 -0.599 0.716
C 4.430 0.523 0.502
O 3.762 1.339 -0.175
H 4.723 -0.972 0.343
Eu 1.649 0.457 0.109
```

---

# 12
Molecular formula: C30H50BrCrN3P2S
Method: DFT, wB97M-V/def2-TZVPD

Calculated values
charge = +2
highest occupied orbital energy (alpha / beta) = -12.4 / -12.8 eV
<S²> = 6.29
LUMO energy (alpha / beta) = -8.82 / -7.03 eV
multiplicity = 5

```
88
C30H50BrCrN3P2S (wB97M-V/def2-TZVPD)
C -3.640 -4.475 -0.171
C -2.731 -4.017 -1.128
C -3.096 -3.964 -2.487
C -4.382 -4.405 -2.813
N -5.251 -4.803 -1.889
C -4.895 -4.886 -0.614
C -1.434 -3.762 -0.706
C -0.250 -3.470 -0.661
C 1.006 -2.938 -0.377
C 1.250 -1.600 -0.446
C 2.542 -1.065 -0.197
C 3.304 -1.928 0.650
C 3.120 -3.347 0.679
C 1.934 -3.832 0.161
Cr 1.957 -0.664 1.969
P -1.136 0.449 0.336
H -2.367 -3.664 -3.248
H -3.317 -4.565 0.870
H -4.689 -4.411 -3.861
H -5.607 -5.275 0.116
H 1.705 -4.891 0.177
H 0.569 -0.933 -0.947
H 3.889 -4.061 1.024
H 3.036 -0.205 -0.680
C -1.646 2.242 0.427
C -2.923 2.768 -0.222
H -0.781 2.784 0.010
H -1.648 2.489 1.499
H -2.973 3.857 -0.078
H -2.968 2.609 -1.305
H -3.834 2.363 0.231
C -1.692 -0.004 -1.378
C -3.139 -0.350 -1.698
H -1.088 -0.873 -1.660
H -1.363 0.826 -2.020
H -3.230 -0.499 -2.781
H -3.462 -1.295 -1.247
H -3.842 0.441 -1.428
C -2.362 -0.496 1.333
C -3.711 0.125 1.661
H -1.834 -0.782 2.254
H -2.499 -1.429 0.773
H -4.242 -0.518 2.377
H -3.644 1.116 2.127
H -4.365 0.198 0.783
Br 5.110 -1.110 1.129
P 1.537 1.763 -2.094
C 0.219 2.627 -3.039
C 0.712 3.781 -3.889
H -0.463 2.999 -2.252
H -0.357 1.903 -3.635
H -0.138 4.278 -4.367
H 1.222 4.531 -3.279
H 1.381 3.445 -4.685
C 2.946 2.882 -1.799
C 4.200 2.657 -2.629
H 3.179 2.699 -0.737
H 2.643 3.935 -1.849
H 5.054 3.215 -2.232
H 4.506 1.609 -2.631
H 4.077 2.985 -3.664
C 2.122 0.359 -3.146
C 2.337 0.693 -4.612
H 1.350 -0.425 -3.057
H 3.031 -0.073 -2.698
H 2.634 -0.203 -5.173
H 1.420 1.055 -5.087
H 3.133 1.434 -4.734
C -1.211 1.460 4.115
N 0.137 1.131 4.547
C 0.469 1.541 5.936
C 1.156 1.215 3.662
S 1.154 2.009 2.164
N 2.345 0.616 4.117
C 2.240 -0.740 4.750
C 3.583 0.898 3.380
H -1.854 1.536 5.003
H -1.564 0.675 3.435
H -1.224 2.402 3.553
H 0.569 0.652 6.586
H 1.418 2.111 5.965
H -0.348 2.172 6.335
H 3.128 -1.338 4.431
H 2.218 -0.593 5.850
H 1.297 -1.228 4.393
H 3.501 0.594 2.295
H 3.786 1.972 3.387
H 4.412 0.337 3.828
```